Entry one
Computed, not measured: one molecule with the formula C21H27ClN2O5, with ωB97M-V with the def2-TZVPD basis set.

Properties
LUMO level = -0.1 eV
Orbital gap = 8.32 eV
Total charge = 0
SMILES = CCCCc1cc(=O)oc2cc(OCC(=O)NCCN3CCOCC3)c(Cl)cc12

Last column: Mulliken charge in e.
Element x y z (Å)
H1 2.24 0.33 1.94  0.16
C1 1.99 0.00 -3.30  -0.11
O1 -0.63 2.91 1.77  -0.43
H2 -4.93 -0.06 -0.80  0.52
O2 -4.25 -1.96 -2.18  -0.67
C2 -0.46 -2.01 -1.56  0.21
H3 -3.52 1.93 -0.06  0.27
H4 -2.81 0.90 -1.32  0.50
C3 3.19 1.83 0.69  0.01
Cl1 0.06 -3.49 2.09  -0.24
C4 -0.57 2.75 0.37  -0.87
H5 -1.16 0.34 2.41  0.33
O3 -1.77 -3.42 -0.08  -0.58
H6 3.49 2.87 0.80  0.48
H7 -4.64 0.01 0.96  0.39
C5 2.62 1.35 2.02  -1.04
N1 -3.61 -1.45 -0.06  -0.04
H8 4.99 -0.88 -0.57  0.46
H9 0.17 0.73 0.44  -0.35
H10 -2.69 2.95 1.90  0.30
H11 3.94 0.57 -2.62  0.47
C6 0.74 -1.32 -1.77  -0.97
C7 1.52 -1.99 0.40  -0.68
C8 -1.98 0.89 1.94  -0.82
C9 4.41 1.03 0.21  -0.96
H12 0.38 3.16 0.05  0.45
H13 5.18 1.05 0.98  0.54
H14 -2.93 0.52 2.32  0.43
H15 -1.78 2.51 3.37  0.39
C10 -0.67 -2.70 -0.38  0.46
H16 -2.95 -1.69 0.67  0.31
C11 3.05 0.02 -2.32  0.06
H17 3.88 -0.97 0.80  0.28
H18 -1.39 3.31 -0.11  0.39
H19 3.38 1.37 2.79  0.44
C12 -2.81 -3.51 -1.03  -0.63
H20 4.82 1.52 -0.67  0.38
C13 1.76 -1.30 -0.80  0.89
O4 0.85 -0.68 -2.95  -0.51
O5 2.02 0.54 -4.38  -0.64
C14 -0.68 1.26 -0.01  -0.20
H21 -3.48 -4.29 -0.64  0.38
H22 1.80 1.99 2.32  0.26
H23 2.42 1.79 -0.08  -0.11
C15 4.09 -0.43 -0.12  -0.96
C16 -4.17 -0.13 -0.01  -1.31
H24 2.26 -2.02 1.18  0.55
C17 2.96 -0.57 -1.10  0.50
C18 -3.62 -2.21 -1.17  0.65
C19 -3.09 0.94 -0.26  -0.60
N2 -1.89 0.64 0.50  0.63
C20 0.34 -2.66 0.60  -0.19
C21 -1.83 2.38 2.29  -0.59
H25 -2.45 -3.82 -2.01  0.38
H26 -0.64 1.14 -1.09  0.47
H27 -1.19 -1.97 -2.34  0.58


Entry two
Computed, not measured: one molecule with the formula C21H27ClN2O5, with ωB97M-V with the def2-TZVPD basis set.

Properties
LUMO level = 0.5 eV
Orbital gap = 9.79 eV
Total charge = 0
SMILES = COc1c(C)cc(C(=O)NCCCOCCNC(=O)C#C[C@H]2CCOC2)cc1Cl

Last column: Mulliken charge in e.
Element x y z (Å)
C1 3.82 0.35 -0.14  0.71
H1 0.29 0.23 -2.22  0.26
H2 0.09 -1.93 -1.19  0.15
O1 -0.36 0.30 0.29  -0.65
H3 -6.62 -0.46 -0.41  0.34
H4 -2.09 2.96 2.70  0.31
C2 1.55 -2.39 -3.61  -0.35
H5 3.78 -0.68 -2.01  0.24
C3 2.46 0.22 0.06  -0.38
H6 1.88 -0.40 -0.61  0.28
H7 2.44 -2.89 -3.22  0.28
H8 2.07 2.29 2.72  0.50
C4 -5.58 0.75 1.02  -0.62
H9 -6.36 0.75 1.78  0.31
H10 -4.22 1.83 3.34  0.30
C5 1.81 0.88 1.10  0.75
C6 -4.38 -1.58 -1.59  0.13
C7 0.26 -0.63 -2.87  -0.90
H11 7.74 0.72 1.04  0.27
H12 0.39 1.17 3.21  0.26
H13 1.59 -2.42 -4.70  0.34
H14 6.50 -0.56 1.05  0.25
O2 1.59 -1.03 -3.17  -0.41
C8 -2.41 2.06 2.16  -0.37
C9 0.24 -3.00 -3.08  -0.85
H15 -5.69 1.65 0.41  0.42
C10 -0.33 -1.87 -2.20  1.47
C11 -3.91 1.90 2.29  -0.76
H16 -2.01 -0.05 2.17  0.23
H17 -3.70 -0.15 -0.35  0.24
O3 -4.29 0.73 1.60  -0.19
C12 -5.69 -0.49 0.15  -0.63
H18 5.05 -1.24 -0.91  0.31
H19 -0.29 -0.39 -3.79  0.46
C13 -1.65 0.85 2.67  -0.77
C14 -2.97 -1.77 -1.93  0.27
C15 3.90 1.85 1.74  0.01
H20 -5.70 -1.38 0.78  0.33
O4 -5.28 -2.25 -2.03  -0.63
H21 5.24 0.29 -1.75  0.38
N1 -4.56 -0.51 -0.76  -0.14
H22 -2.16 2.21 1.11  0.23
H23 0.40 -3.92 -2.51  0.34
H24 -1.81 0.72 3.75  0.46
C16 6.71 0.48 1.29  -0.71
C17 4.51 -0.36 -1.27  -1.40
H25 -4.42 2.77 1.86  0.43
C18 4.55 1.17 0.72  0.20
H26 -0.45 -3.21 -3.89  0.34
O5 5.89 1.35 0.51  -0.59
Cl1 4.80 2.91 2.78  -0.21
C19 -1.78 -1.84 -2.07  -0.94
H27 6.55 0.65 2.36  0.29
C20 2.53 1.71 1.94  -0.72
C21 0.32 0.69 1.23  0.24
N2 -0.22 0.96 2.44  -0.11


Each structure's energy above the most stable one, in kcal/mol: entry one 0.0; entry two 42.4.


Entry one
Computed, not measured: CH3NO4S as an isolated structure, with ωB97M-V with the def2-TZVPD basis set.

Properties
LUMO level = -0.4 eV
Orbital gap = 10.43 eV
Total charge = 0

Last column: Mulliken charge in e.
Element x y z (Å)
O1 -1.24 -0.40 0.40  -0.41
H1 1.16 -0.95 -1.15  0.31
N1 1.12 0.14 -1.02  -0.46
S1 -0.70 0.98 0.16  0.77
H2 2.09 0.95 0.52  0.35
O2 -3.16 -1.68 1.61  -0.14
H3 1.43 0.62 -1.98  0.32
C1 -3.11 -1.57 0.49  0.12
O3 2.33 0.38 -0.26  -0.37
O4 0.09 1.54 1.22  -0.49


Entry two
Computed, not measured: one molecule with the formula CH3NO4S, with ωB97M-V with the def2-TZVPD basis set.

Properties
LUMO level = -0.4 eV
Orbital gap = 9.46 eV
Total charge = 0
SMILES = O=CS(=O)(=O)NO

Last column: Mulliken charge in e.
Element x y z (Å)
H1 0.92 -1.04 1.45  0.28
O1 -0.82 2.24 -0.11  -0.33
O2 0.00 -0.96 -1.48  -0.52
N1 0.98 -0.15 1.05  -0.30
H2 -2.38 1.02 -0.94  0.26
O3 2.18 0.03 0.36  -0.34
O4 -1.63 -1.12 0.39  -0.57
C1 -1.33 1.24 -0.47  0.19
H3 2.63 -0.88 0.07  0.33
S1 -0.55 -0.40 -0.30  0.98


Each structure's energy above the most stable one, in kcal/mol: entry one 0.0; entry two 35.9.


Entry one
Computed, not measured: a 3-piece molecular cluster, C8H16O2 overall, with ωB97M-V with the def2-TZVPD basis set.

Properties
LUMO level = 0.0 eV
Orbital gap = 8.42 eV
Total charge = 0
SMILES = C=C/C=C/C(=C)CC.O.O

Last column: Mulliken charge in e.
Element x y z (Å)
H1 2.16 0.59 1.45  0.14
H2 -3.26 0.79 -2.42  0.23
H3 3.75 0.05 -3.36  0.29
H4 -2.38 -1.07 1.39  0.27
C1 -2.61 -0.21 0.72  -1.25
C2 1.44 -0.16 2.04  -0.01
H5 -1.94 2.64 -0.38  0.33
H6 2.21 -2.33 -0.94  0.28
H7 -4.09 1.06 -0.68  0.27
H8 -0.73 -0.98 1.77  -0.14
H9 2.96 1.34 -3.15  0.31
O1 1.94 -3.16 -0.91  -0.59
C3 1.68 -0.73 3.19  -0.81
C4 -2.04 1.59 -0.80  -0.53
C5 -3.32 1.43 -1.47  -1.09
H10 -3.66 -0.36 0.41  0.22
H11 0.11 1.53 0.09  0.46
C6 -0.32 0.69 0.51  -0.62
C7 0.20 -0.35 1.28  0.18
H12 -3.71 2.50 -1.72  0.28
C8 -1.70 0.53 0.15  1.14
H13 -1.35 1.58 -1.57  0.41
H14 2.55 -0.99 3.73  0.30
H15 1.02 -3.18 -0.85  0.30
H16 0.96 -1.41 3.62  0.24
O2 3.75 0.85 -2.99  -0.60


Entry two
Computed, not measured: one molecule with the formula C8H16O2, with ωB97M-V with the def2-TZVPD basis set.

Properties
LUMO level = 0.8 eV
Orbital gap = 10.46 eV
Total charge = 0
SMILES = C=C[C@H](O)[C@@H](O)C(C)(C)C

Last column: Mulliken charge in e.
Element x y z (Å)
C1 -0.50 0.10 0.43  -0.55
H1 1.51 0.26 2.49  0.37
H2 2.80 1.04 -0.92  0.48
H3 0.33 2.70 -0.13  0.41
C2 1.08 0.71 0.38  1.85
C3 -0.86 -0.56 -0.87  0.19
H4 2.04 -0.51 -1.17  0.37
H5 0.46 2.41 1.61  0.43
H6 1.91 2.72 0.65  0.43
H7 -4.18 -2.03 -1.35  0.28
H8 -2.51 -2.70 -1.78  0.25
C4 1.95 0.11 1.50  -1.69
H9 -1.17 0.94 0.67  0.52
H10 -0.72 0.08 -1.75  0.42
H11 2.94 0.59 1.53  0.43
C5 1.82 0.54 -0.95  -1.85
H12 -0.09 -2.14 -0.13  0.47
H13 -3.16 -0.06 -0.36  0.30
C6 -2.51 -0.84 -0.77  -0.44
C7 -3.10 -1.92 -1.30  -0.73
H14 1.28 0.99 -1.78  0.38
H15 2.10 -0.96 1.34  0.36
H16 -1.55 -1.05 1.57  0.40
C8 0.93 2.22 0.64  -1.91
O1 -0.22 -1.79 -1.04  -0.56
O2 -0.59 -0.86 1.49  -0.61


Each structure's energy above the most stable one, in kcal/mol: entry one 81.0; entry two 0.0.


Entry one
Computed, not measured: one molecule with the formula C5H10, with ωB97M-V with the def2-TZVPD basis set.

Properties
LUMO level = 1.2 eV
Orbital gap = 11.26 eV
Total charge = 0
SMILES = C[C@@H]1C[C@@H]1C

Last column: Mulliken charge in e.
Element x y z (Å)
C1 1.39 -0.93 0.01  -1.25
H1 -1.35 1.23 1.17  0.35
H2 -0.99 -1.00 -0.93  0.30
H3 -1.74 -1.27 0.65  0.30
C2 -0.77 0.64 0.45  0.16
H4 2.43 -1.13 0.35  0.40
C3 -1.56 -0.52 -0.13  -1.34
H5 -2.52 -0.20 -0.54  0.37
C4 0.18 1.43 -0.42  -0.81
H6 0.29 1.09 -1.44  0.21
H7 1.43 -0.87 -1.08  0.28
C5 0.74 0.41 0.57  0.14
H8 0.18 2.52 -0.34  0.28
H9 1.46 0.40 1.34  0.34
H10 0.82 -1.81 0.35  0.26


Entry two
Computed, not measured: a 2-piece molecular cluster, C5H10 overall, with ωB97M-V with the def2-TZVPD basis set.

Properties
LUMO level = 1.2 eV
Orbital gap = 10.58 eV
Total charge = 0
SMILES = C=CC.C=C

Last column: Mulliken charge in e.
Element x y z (Å)
H1 -1.93 2.69 -0.01  0.28
H2 1.58 -1.78 -1.13  0.30
C1 -1.56 1.77 0.47  -1.01
H3 -0.43 0.20 -0.60  0.17
C2 0.71 -2.50 0.65  -0.45
H4 -2.41 1.10 0.52  0.30
H5 1.20 -1.81 1.33  0.26
C3 0.81 -2.37 -0.68  -0.57
H6 -1.29 2.08 1.48  0.27
C4 0.83 1.75 -0.50  -0.74
C5 -0.36 1.21 -0.20  0.22
H7 0.14 -3.29 1.11  0.23
H8 1.48 1.28 -1.22  0.25
H9 0.11 -3.04 -1.16  0.23
H10 1.11 2.70 -0.06  0.26


Entry three
Computed, not measured: one molecule with the formula C5H10, with ωB97M-V with the def2-TZVPD basis set.

Properties
LUMO level = 1.1 eV
Orbital gap = 10.15 eV
Total charge = 0
SMILES = C=C(C)CC

Last column: Mulliken charge in e.
Element x y z (Å)
H1 -0.16 -2.37 -0.70  0.25
H2 1.63 0.98 0.47  0.32
C1 -0.80 0.34 1.43  -1.18
H3 -0.49 1.88 -1.35  0.24
C2 1.09 0.27 -0.25  -0.60
H4 -0.21 0.74 2.27  0.31
H5 1.53 1.68 -1.67  0.23
H6 1.77 -0.64 -0.55  0.27
H7 0.23 0.47 -2.54  0.23
C3 -0.07 -0.46 0.44  0.77
H8 -1.34 1.32 1.03  0.20
C4 -0.63 -1.61 0.01  -0.87
C5 0.47 1.12 -1.49  -0.69
H9 -1.69 -0.23 1.79  0.32
H10 -1.64 -1.86 0.46  0.20


Entry four
Computed, not measured: one molecule with the formula C5H10, with ωB97M-V with the def2-TZVPD basis set.

Properties
LUMO level = 1.1 eV
Orbital gap = 9.91 eV
Total charge = 0
SMILES = CC=C(C)C

Last column: Mulliken charge in e.
Element x y z (Å)
H1 -1.70 1.60 0.32  0.33
H2 2.41 -0.14 1.17  0.23
C1 -0.58 1.44 0.00  -1.12
H3 2.28 0.93 -0.50  0.27
H4 0.19 2.02 0.61  0.30
H5 0.67 -1.84 -0.04  0.23
C2 -0.44 -0.06 0.03  0.70
C3 0.71 -0.69 -0.10  -0.17
H6 -1.84 -1.56 -0.81  0.36
C4 2.10 -0.15 0.01  -0.97
H7 -0.47 1.81 -1.03  0.27
H8 2.91 -0.98 -0.48  0.26
C5 -1.79 -0.88 0.01  -1.35
H9 -1.86 -1.35 1.04  0.26
H10 -2.58 -0.16 -0.22  0.40


Each structure's energy above the most stable one, in kcal/mol: entry one 0.0; entry two 11.0; entry three 20.2; entry four 2.7.


Entry one
Computed, not measured: one molecule with the formula C3H5N3S2, with ωB97M-V with the def2-TZVPD basis set.

Properties
LUMO level = 0.3 eV
Orbital gap = 8.65 eV
Total charge = 0
SMILES = S=c1[nH][nH]nc1CS

Last column: Mulliken charge in e.
Element x y z (Å)
H1 1.09 -1.11 1.35  0.35
H2 2.37 -2.19 -0.38  0.13
N1 -1.30 1.66 -0.26  -0.19
H3 2.01 0.59 1.08  0.33
S1 -1.27 -2.12 0.17  -0.39
S2 2.56 -0.91 -0.56  -0.21
C1 0.26 0.30 0.13  0.46
H4 -2.81 0.19 -0.69  0.27
C2 -0.97 -0.53 -0.09  0.16
N2 -1.84 0.45 -0.48  -0.03
C3 1.47 -0.26 0.73  -0.64
H5 -1.59 2.40 -0.95  0.26
N3 0.03 1.53 -0.05  -0.50


Entry two
Computed, not measured: one molecule with the formula C3H5N3S2, with ωB97M-V with the def2-TZVPD basis set.

Properties
LUMO level = -0.3 eV
Orbital gap = 8.57 eV
Total charge = 0
SMILES = [H]/N=C(/NN=C)SC=S

Last column: Mulliken charge in e.
Element x y z (Å)
H1 0.58 -3.03 -0.60  0.25
S1 -1.14 0.88 1.50  -0.04
C1 -0.72 1.12 -0.26  0.50
H2 0.74 -1.93 -2.20  0.25
H3 1.18 0.30 1.43  0.28
H4 -1.62 2.79 -0.62  0.28
C2 0.50 -2.07 -1.14  -0.36
C3 0.39 0.42 2.20  -0.11
H5 0.39 0.37 -1.81  0.30
N1 0.04 0.11 -0.88  -0.06
N2 -1.05 2.05 -1.04  -0.67
N3 0.12 -1.12 -0.36  -0.42
S2 0.59 0.09 3.77  -0.20


Each structure's energy above the most stable one, in kcal/mol: entry one 0.0; entry two 8.1.